one) This record from the OMol25 dataset describes a cluster of 2 separate species, C9H14O in total. The level of theory is ωB97M-V with the def2-TZVPD basis set.

```
24
C9H14O ωB97M-V with the def2-TZVPD basis set
C -0.670 0.509 -3.308
C -0.738 -0.358 -2.061
H 0.339 0.487 -3.719
H -1.347 0.151 -4.079
H -0.914 1.537 -3.064
H 0.038 -0.157 -1.314
H -0.620 -1.425 -2.267
H -1.638 -0.282 -1.462
C 2.420 -1.064 0.449
C -1.097 0.875 1.998
C -0.875 -0.447 2.334
C -0.308 1.569 1.089
C 0.311 -1.122 1.840
C 0.932 0.922 0.689
C 1.186 -0.400 1.027
O -2.233 1.508 2.500
H -1.675 -1.059 2.754
H -2.693 0.832 3.027
H -0.747 2.385 0.537
H 0.526 -2.154 2.074
H 1.599 1.480 0.033
H 3.281 -0.392 0.414
H 2.212 -1.466 -0.541
H 2.713 -1.931 1.048
```

Summary:
⟨S²⟩: 0.76
Spin multiplicity: 2
Net charge: -1
Frontier orbital gap (spin up / spin down) (eV): 3.276 / 7.171

two) This record from the OMol25 dataset describes a cluster of 2 separate species, C9H14O in total. The level of theory is ωB97M-V with the def2-TZVPD basis set.

```
24
C9H14O ωB97M-V with the def2-TZVPD basis set
C 2.485 1.654 -1.361
C 2.907 0.350 -2.079
O 3.502 2.471 -0.996
H 2.002 2.457 -1.996
H 1.770 1.369 -0.458
H 3.915 -0.153 -1.864
H 4.152 2.007 -0.379
H 3.027 0.492 -3.067
H 2.117 -0.351 -1.996
C -1.648 0.875 2.441
C -2.143 -0.849 -0.757
C -2.257 0.169 0.169
C -1.454 -2.031 -0.528
C -1.606 -0.166 1.396
C -0.752 -2.304 0.634
C -1.020 -1.391 1.670
H -2.652 -0.721 -1.797
H -2.773 1.109 0.177
H -1.351 -2.804 -1.328
H 0.079 -2.971 0.636
H -2.611 1.449 2.440
H -0.929 1.676 2.129
H -0.667 -1.505 2.668
H -1.177 0.334 3.286
```

Summary:
⟨S²⟩: 0.76
Spin multiplicity: 2
Net charge: -1
Frontier orbital gap (spin up / spin down) (eV): 2.441 / 6.847

Which structure loses on stability? two) does.

one) This record from the OMol25 dataset describes the ion C5H14NO with charge +1. The level of theory is ωB97M-V with the def2-TZVPD basis set.

```
21
C5H14NO ωB97M-V with the def2-TZVPD basis set
C -1.741 1.740 -0.429
C -0.799 0.754 0.243
N 0.213 1.558 1.058
C 0.020 -0.082 -0.714
C 0.059 -1.636 -0.481
C 1.480 -2.136 -0.258
O 2.048 -1.538 0.928
H -1.346 2.759 -0.513
H -2.724 1.745 0.032
H -1.906 1.682 -1.509
H -1.373 0.208 0.951
H -0.246 2.021 1.847
H 0.558 2.356 0.519
H 1.004 1.027 1.414
H 1.098 0.112 -0.675
H -0.174 0.090 -1.771
H -0.285 -2.151 -1.381
H -0.688 -1.886 0.268
H 1.351 -3.189 -0.034
H 2.092 -1.812 -1.085
H 1.361 -1.619 1.590
```

Summary:
Structure (SMILES): C[C@H]([NH3+])CCCO
Net charge: +1
Frontier orbital gap (eV): 10.528

two) This record from the OMol25 dataset describes a cluster of 2 separate species, C5H14NO in total. The level of theory is ωB97M-V with the def2-TZVPD basis set.

```
21
C5H14NO ωB97M-V with the def2-TZVPD basis set
C 1.172 1.202 1.080
C 0.093 0.416 0.357
C 0.108 0.544 -1.177
C -0.655 1.739 -1.670
C -1.436 2.497 -0.896
N 0.418 -1.085 0.627
H 1.805 1.747 0.377
H 1.971 0.539 1.436
H 0.856 1.831 1.896
H -0.921 0.580 0.696
H 1.158 0.714 -1.444
H -0.101 -0.414 -1.662
H -0.453 2.079 -2.682
H -1.557 3.572 -0.983
H -2.193 2.108 -0.211
H -0.149 -1.820 0.192
H 1.420 -1.258 0.597
H 0.225 -1.108 1.632
H -0.440 -4.941 -0.113
H -0.885 -4.658 1.359
O -0.435 -4.285 0.590
```

Summary:
Net charge: +1
Frontier orbital gap (eV): 9.419

three) This record from the OMol25 dataset describes a cluster of 2 separate species, C5H14NO in total. The level of theory is ωB97M-V with the def2-TZVPD basis set.

```
21
C5H14NO ωB97M-V with the def2-TZVPD basis set
C 1.980 -0.719 -0.508
O 1.218 -0.806 0.731
C 1.484 0.424 -1.347
C 0.894 0.223 -2.517
H 1.794 -1.657 -1.020
H 3.027 -0.610 -0.237
H 1.549 -0.106 1.309
H 1.686 1.422 -0.976
H 0.510 1.042 -3.108
H 0.772 -0.780 -2.901
C -1.710 1.346 0.297
N -1.451 -0.080 0.669
C -1.896 -0.386 2.069
H -1.628 1.457 -0.780
H -2.720 1.606 0.602
H -0.980 1.969 0.801
H -0.426 -0.296 0.626
H -1.938 -0.696 0.023
H -1.598 0.444 2.701
H -1.404 -1.295 2.406
H -2.969 -0.539 2.096
```

Summary:
Net charge: +1
Frontier orbital gap (eV): 10.915

Which structure loses on stability? two) does.